Entry 1:
ORCA calculation (wB97M-V/def2-TZVPD) on C3H5NO2S as an isolated structure at a distorted geometry.

Values from the calculation:
HOMO level ... -0.3223 hartree
ΔE to the lowest compared entry with this formula, charge and spin ... 283.71 kJ/mol
Frontier orbital gap ... 9.487 eV
Largest force on an atom ... 0.046 hartree/bohr
M ... 119.1 g mol⁻¹
Energy ... -19609.5707 eV

Atoms and positions in Å:
C (-0.39674, -0.87926, 0.35632)
C (-1.10625, 0.45698, 0.07961)
C (0.93552, -0.18758, 0.17411)
H (0.13895, -2.46465, -0.65893)
H (-0.53529, -1.23579, 1.39108)
H (-1.66451, 0.56596, -0.88457)
H (-1.62658, 0.96350, 0.94239)
H (1.55941, 2.20236, -0.27114)
N (0.25198, 0.93247, -0.00571)
O (-0.66060, -1.89721, -0.62680)
O (0.63110, 2.16718, -0.43427)
S (2.47301, -0.62394, -0.06206)

Entry 2:
ORCA calculation (wB97M-V/def2-TZVPD) on C55H44N6O2STi as an isolated structure.

Values from the calculation:
HOMO level (alpha / beta) ... -0.2075 / -0.2087 hartree
Frontier orbital gap (alpha / beta) ... 4.887 / 4.967 eV
Largest force on an atom ... 0.010 hartree/bohr
M ... 900.9 g mol⁻¹
Energy ... -104739.5391 eV

Atoms and positions in Å:
Ti (-0.19691, -0.96688, 0.26058)
C (-7.65625, 0.96918, 0.85710)
C (-7.26242, -0.15495, 0.14370)
C (-5.91696, -0.47199, 0.03423)
C (-4.94464, 0.32889, 0.62965)
C (-5.35186, 1.44855, 1.34964)
C (-6.69754, 1.76949, 1.46032)
C (-3.50233, -0.02559, 0.51615)
C (-2.65817, 0.82658, -0.13261)
C (-2.98940, 2.14914, -0.66186)
C (-1.84223, 2.78186, -0.93790)
C (-0.73443, 1.84505, -0.72652)
N (-1.28353, 0.65156, -0.26230)
C (0.59010, 2.02871, -1.04101)
C (1.41091, 0.89803, -1.48360)
C (2.33422, 0.85709, -2.53198)
C (2.78085, -0.45850, -2.66233)
C (2.15457, -1.21144, -1.66562)
C (2.43262, -2.56076, -1.27648)
C (3.50816, -3.28835, -2.00355)
C (4.81365, -2.79870, -2.04690)
C (5.81584, -3.50612, -2.69444)
C (5.52863, -4.71250, -3.31722)
C (4.23098, -5.20374, -3.29256)
C (3.23038, -4.49515, -2.64377)
C (1.83502, -3.19230, -0.21261)
N (0.78592, -2.67981, 0.53735)
C (0.51034, -3.59792, 1.56129)
C (-0.59858, -3.57067, 2.35775)
C (-0.71711, -4.61596, 3.41759)
C (-0.23615, -4.35977, 4.69800)
C (-0.33060, -5.32456, 5.69185)
C (-0.91008, -6.55413, 5.41407)
C (-1.39754, -6.81380, 4.14070)
C (-1.30301, -5.84862, 3.14825)
C (-1.72588, -2.70886, 2.17692)
C (-2.98654, -2.84712, 2.76609)
C (-3.83361, -1.91807, 2.17038)
C (-3.07080, -1.19648, 1.24198)
N (-1.78978, -1.68538, 1.24390)
C (1.49811, -4.66107, 1.48684)
C (2.26857, -4.43977, 0.40240)
N (1.28053, -0.37928, -0.98472)
C (1.18930, 3.38904, -0.94198)
C (0.57006, 4.38553, -0.16446)
C (1.12214, 5.64488, -0.01102)
C (2.34690, 5.95521, -0.58440)
C (3.01697, 4.96633, -1.28389)
C (2.45455, 3.70975, -1.45334)
H (-8.70576, 1.21819, 0.94524)
H (-8.00537, -0.78436, -0.32905)
H (-5.61002, -1.35240, -0.51780)
H (-4.60239, 2.06704, 1.82883)
H (-6.99772, 2.64303, 2.02489)
H (-3.98831, 2.53265, -0.79369)
H (-1.74286, 3.76250, -1.37233)
H (2.60068, 1.67629, -3.17811)
H (3.49176, -0.83041, -3.38224)
H (5.03655, -1.84787, -1.57756)
H (6.82466, -3.11322, -2.71407)
H (6.30969, -5.26378, -3.82428)
H (3.99449, -6.13896, -3.78357)
H (2.21645, -4.87594, -2.62477)
H (0.21075, -3.39568, 4.90927)
H (0.04764, -5.11415, 6.68417)
H (-0.98377, -7.30642, 6.18866)
H (-1.85180, -7.77126, 3.91988)
H (-1.68233, -6.04502, 2.15278)
H (-3.23894, -3.56135, 3.53294)
H (-4.87606, -1.74969, 2.38674)
H (1.54437, -5.50287, 2.15902)
H (3.06877, -5.06200, 0.03523)
H (-0.33486, 4.15902, 0.37865)
H (0.60352, 6.37811, 0.59404)
H (2.78572, 6.93559, -0.45418)
H (3.99966, 5.16002, -1.69403)
H (3.03776, 2.96389, -1.96733)
C (6.40770, -2.66792, 1.48421)
C (5.09193, -2.27732, 2.14417)
C (4.28934, -1.35798, 1.23843)
N (3.00738, -1.00375, 1.85205)
C (2.38617, 0.15542, 1.87508)
S (0.71489, 0.26933, 2.24740)
N (3.06300, 1.31317, 1.60362)
C (4.38806, 1.68547, 1.90933)
O (4.90996, 2.57793, 1.29240)
C (5.04626, 1.01374, 3.06640)
C (4.33135, 0.62483, 4.19464)
C (4.99859, 0.05543, 5.26837)
C (6.37203, -0.13571, 5.21183)
C (7.08688, 0.25925, 4.08747)
C (6.42653, 0.84585, 3.02164)
H (6.95903, -3.37567, 2.10203)
H (7.04146, -1.79169, 1.33003)
H (6.23228, -3.13246, 0.51116)
H (5.27297, -1.78076, 3.10090)
H (4.49679, -3.17293, 2.34564)
H (4.07489, -1.86156, 0.29567)
H (4.85022, -0.45659, 1.00731)
H (2.40848, -1.78922, 2.08574)
H (2.50277, 2.05627, 1.19624)
H (3.26020, 0.77859, 4.24530)
H (4.44515, -0.23767, 6.15044)
H (6.88849, -0.58695, 6.04885)
H (8.15840, 0.11576, 4.04752)
H (6.96566, 1.18008, 2.14436)
O (-1.12784, -1.91671, -1.56277)
H (-2.05362, -1.63441, -1.57834)
H (-0.71594, -1.53007, -2.34761)

Entry 3:
ORCA calculation (wB97M-V/def2-TZVPD) on C5H8CrF3O9S as an isolated structure at a distorted geometry.

Values from the calculation:
Spin multiplicity ... 4
HOMO level (alpha / beta) ... -0.0480 / -0.0720 hartree
ΔE to the lowest compared entry with this formula, charge and spin ... 60.71 kJ/mol
Frontier orbital gap (alpha / beta) ... 6.845 / 7.498 eV
Largest force on an atom ... 0.052 hartree/bohr
Net charge ... -2
M ... 353.2 g mol⁻¹
Energy ... -71155.1170 eV

Atoms and positions in Å:
Cr (0.32235, 1.25560, 0.02350)
C (2.78650, -1.44598, 1.83550)
C (2.03531, -0.33736, 1.13676)
O (1.27572, 0.43576, 1.80270)
O (1.98558, -0.27790, -0.10713)
H (2.22484, -1.87460, 2.66497)
H (3.69444, -0.97263, 2.22689)
H (3.06227, -2.27916, 1.19218)
C (-0.96945, 1.39932, -3.95937)
C (-0.49785, 1.55665, -2.52612)
O (0.56492, 0.99127, -2.09277)
O (-1.02295, 2.37746, -1.75058)
H (-0.11382, 1.59059, -4.60753)
H (-1.72036, 2.17196, -4.13564)
H (-1.46903, 0.46122, -4.19539)
C (-1.57055, -2.13240, 2.12736)
F (-0.52892, -2.96770, 2.25031)
F (-2.65936, -2.78841, 2.50382)
F (-1.38229, -1.13199, 2.95853)
S (-1.71242, -1.58969, 0.30846)
O (-3.12397, -1.23782, 0.25996)
O (-0.80226, -0.46224, 0.21888)
O (-1.31195, -2.73254, -0.47544)
O (-0.92364, 2.19120, 1.18871)
H (-1.65546, 1.94808, 1.73822)
O (1.43328, 2.83990, 0.04643)
H (2.07908, 3.01141, -0.63323)

Entry 4:
ORCA calculation (wB97M-V/def2-TZVPD) on C30H48ClN4O6PS3TeV as an isolated structure at a distorted geometry.

Values from the calculation:
Spin multiplicity ... 4
HOMO level (alpha / beta) ... -0.2367 / -0.2449 hartree
ΔE to the lowest compared entry with this formula, charge and spin ... 467.12 kJ/mol
Frontier orbital gap (alpha / beta) ... 6.513 / 6.733 eV
Largest force on an atom ... 0.077 hartree/bohr
M ... 901.9 g mol⁻¹
Energy ... -137431.3732 eV

Atoms and positions in Å:
V (-19.28914, -7.66361, 1.73743)
C (-25.18427, -7.36209, 3.97150)
C (-24.44566, -7.84041, 5.15434)
S (-22.79744, -6.93479, 4.94177)
C (-21.51855, -8.17193, 5.32015)
C (-21.35865, -9.33082, 4.40965)
S (-21.15319, -8.67393, 2.70590)
C (-22.63548, -9.41348, 1.74862)
C (-23.87214, -8.45863, 1.68471)
S (-23.93153, -6.92706, 2.70495)
H (-25.80047, -6.46179, 4.20569)
H (-25.89022, -8.05279, 3.42275)
H (-24.26573, -8.86319, 5.10550)
H (-24.89488, -7.62774, 6.13760)
H (-21.67242, -8.55992, 6.32615)
H (-20.59848, -7.57104, 5.35423)
H (-22.21417, -10.00931, 4.49439)
H (-20.43896, -9.95355, 4.66966)
H (-22.82676, -10.35331, 2.31696)
H (-22.20836, -9.66236, 0.75321)
H (-24.83534, -8.95947, 1.86434)
H (-23.96707, -7.95394, 0.68263)
O (-16.36760, -7.55396, 0.05981)
C (-16.94420, -8.64616, 0.06877)
C (-16.35549, -9.86832, -0.77359)
C (-17.12529, -10.99024, -0.12255)
C (-18.41163, -10.38030, 0.47368)
O (-19.43617, -11.02652, 0.58103)
N (-18.11533, -8.98275, 0.79538)
H (-15.30186, -9.94072, -0.71288)
H (-16.69286, -9.67424, -1.79297)
H (-16.58241, -11.45130, 0.74048)
H (-17.39906, -11.85315, -0.80259)
C (-14.28861, -6.54190, 9.20353)
C (-14.61598, -5.98228, 7.82460)
C (-14.91482, -4.45838, 8.05057)
C (-13.33882, -6.04277, 6.95176)
C (-15.94523, -6.55832, 7.12475)
O (-17.03471, -5.96018, 7.65372)
C (-16.01837, -8.14577, 7.17999)
C (-17.43312, -8.74992, 7.24672)
C (-18.00356, -9.06348, 8.59996)
C (-19.20661, -8.58774, 9.07667)
C (-19.65547, -8.94245, 10.36490)
C (-18.94935, -9.89248, 11.10725)
Cl (-19.67776, -10.40976, 12.57559)
C (-17.74058, -10.47121, 10.63840)
C (-17.37150, -10.09115, 9.37058)
C (-15.80819, -6.12229, 5.60588)
N (-16.98348, -6.31571, 4.76212)
C (-17.08403, -6.61067, 3.47944)
N (-18.35960, -6.58588, 3.08667)
C (-19.00263, -5.92853, 4.11490)
N (-18.23273, -5.74140, 5.17517)
H (-13.49851, -5.92600, 9.62089)
H (-13.83480, -7.54700, 9.16797)
H (-15.17165, -6.57090, 9.83111)
H (-14.00273, -4.01736, 8.41162)
H (-15.68359, -4.35817, 8.79659)
H (-15.19654, -3.91931, 7.12742)
H (-12.50698, -5.57671, 7.48744)
H (-13.52069, -5.42083, 6.03498)
H (-13.05431, -7.05481, 6.71271)
H (-17.21924, -6.18709, 8.58432)
H (-15.51618, -8.57588, 8.05674)
H (-15.36475, -8.52318, 6.35346)
H (-17.43926, -9.72394, 6.70032)
H (-18.15252, -8.07200, 6.72404)
H (-19.83019, -7.97389, 8.45150)
H (-20.58143, -8.54219, 10.71761)
H (-17.21348, -11.13906, 11.31916)
H (-16.58441, -10.77018, 8.94770)
H (-15.01071, -6.74140, 5.17764)
H (-15.49095, -5.09368, 5.48896)
H (-16.31099, -6.91994, 2.81621)
H (-20.06877, -5.65017, 4.10293)
C (-24.95998, -4.94957, -1.23766)
C (-23.65381, -5.36467, -1.95834)
O (-23.36540, -6.70647, -1.43562)
P (-21.89669, -7.26899, -1.70976)
O (-21.71875, -8.73238, -1.58682)
Te (-20.33497, -6.12711, -0.05305)
O (-21.50613, -6.59375, -3.09976)
C (-20.28452, -6.84574, -3.77051)
C (-20.30031, -8.24472, -4.39355)
H (-25.15707, -3.87514, -1.37744)
H (-24.87041, -5.12136, -0.15844)
H (-25.82382, -5.42971, -1.70627)
H (-22.80028, -4.68967, -1.79957)
H (-23.90688, -5.42171, -3.02705)
H (-19.52068, -6.72908, -3.02367)
H (-20.13796, -6.03964, -4.54773)
H (-20.30018, -8.94483, -3.55729)
H (-19.37630, -8.38486, -4.99952)
H (-21.24045, -8.36668, -4.94534)